Computed, not measured: a structure of composition C12H14BF3N6O2Sn in a non-equilibrium geometry, with ωB97M-V/def2-TZVPD.

Structure (XYZ):
```
39
Properties=species:S:1:pos:R:3:forces:R:3:mulliken_charge:R:1
H 0.81034 3.68143 0.70216 0.0360 -0.0057 -0.0155 0.5151
N 0.44521 1.98808 -0.52063 -0.4054 0.0554 0.2315 0.0089
B 0.08307 0.33604 -2.44336 1.0875 -0.2377 0.5451 0.0322
N 0.42838 1.75686 -1.88149 -0.4500 -0.2450 0.5063 0.0761
C 0.74687 2.91395 -2.48909 -0.0856 0.1938 0.7767 -0.0212
Sn -0.12162 0.53722 0.95756 2.0593 -0.5673 -0.6694 1.1252
H 0.75420 3.01682 -3.55127 0.1522 -0.1885 -0.4417 0.5069
C 0.98032 3.89431 -1.52931 -0.1890 -0.2909 0.2662 -1.0534
H 1.26918 4.91652 -1.67736 0.0256 0.1081 -0.1625 0.4301
C 0.75488 3.28318 -0.29979 0.0290 -0.4860 -0.8977 -0.1093
H 0.22702 0.23534 -3.62568 -0.0715 0.2075 0.2087 -0.0053
C -1.79131 -2.87457 2.99029 0.6818 -0.0290 -0.2185 -0.7802
H -0.94965 -3.27397 3.59409 -0.6115 0.0703 -0.3398 0.2962
H -1.35553 -1.95036 2.49839 -0.8087 -0.5162 0.6123 -0.1339
H -2.01927 -3.59051 2.16870 0.0057 0.4134 0.7337 0.2986
N -1.39613 -0.07867 -2.09070 -2.1285 -0.1644 -2.2995 0.3864
N 0.94668 -0.74568 -1.70386 -0.4786 0.0781 -0.1286 0.0211
N -1.83771 -0.25050 -0.79903 -2.4143 -0.7541 1.3518 -0.1307
N 1.08891 -0.80225 -0.33815 0.0555 0.0459 0.4129 0.1265
C -2.39268 -0.38337 -2.94156 3.0707 1.0284 0.1429 0.0509
C 1.68375 -1.72462 -2.25796 0.1756 -0.3694 0.6205 -0.0733
H -2.23431 -0.31465 -3.99613 -0.0458 -0.0053 -0.4169 0.4882
H 1.67553 -1.97151 -3.30891 0.0115 0.4344 -0.0358 0.4565
C -3.51028 -0.74741 -2.21029 -1.1323 -0.5107 -0.0871 -0.7420
C 2.35692 -2.39136 -1.24836 -0.2373 0.1318 0.2771 -0.9659
C -3.11511 -0.66879 -0.85479 2.5009 0.7186 1.6133 -0.3038
C 1.98020 -1.78526 -0.04457 -0.4400 0.3544 -1.0658 -0.2772
H -4.46842 -1.03847 -2.59434 -0.2681 -0.0611 -0.0902 0.4517
H 3.01261 -3.23015 -1.36224 0.2149 -0.0965 -0.0259 0.4373
H -3.69617 -0.92341 0.03068 0.2645 0.2114 -0.1836 0.5036
H 2.35840 -2.00788 0.94982 -0.4225 0.2460 -0.1404 0.5082
H -2.66505 -2.70620 3.66776 0.7798 0.1526 -0.8588 0.3168
F 1.53315 1.89792 5.20476 -0.5527 -1.0237 -1.6151 -0.1961
C 1.01427 1.22596 4.15881 -0.5404 0.2034 1.5495 0.7181
F 0.24897 0.18413 4.64012 0.8554 1.2396 -0.7772 -0.2207
F 0.13520 2.09402 3.51193 0.7825 -0.9093 0.2223 -0.2435
C 2.09870 0.63989 3.17570 1.6423 0.0828 2.4188 0.4129
O 3.18942 0.30500 3.59233 -2.1292 0.6105 -0.9556 -0.4502
O 1.73107 0.55292 1.92575 -1.0193 -0.1259 -1.0640 -0.4606
```
Positions in Å, forces in eV/Å.

The total energy is -40349.4362 eV. Its orbital gap (alpha / beta) is 5.63 / 4.43 eV. The calculation puts the energy above the lowest of the compared OMol25 structures with the same formula, charge and spin at 0.000 eV. Its net charge is +2. The largest force on an atom comes out at 0.063 hartree/bohr.